C28H38O27 | ωB97M-V with the def2-TZVPD basis set

```
93
Properties=species:S:1:pos:R:3:forces:R:3
C -0.04635 7.72006 -19.49006 -0.6785 -1.5832 1.2218
C -1.26018 6.83422 -19.11099 1.4487 0.0160 0.4862
O -2.35406 7.64203 -19.55564 0.2635 -0.0404 -0.0366
C -1.88322 8.45647 -20.54440 -2.4425 2.3432 -0.8499
O -2.61091 9.28454 -21.12959 3.1791 -3.2480 1.7614
O -0.54467 8.23494 -20.67591 -0.6075 1.8254 -1.9953
H 0.87482 7.15297 -19.62397 -0.1585 0.0748 -0.3524
H 0.13964 8.50620 -18.75829 -0.1056 0.1370 0.0235
H -1.23854 6.59333 -18.04816 -0.7101 0.3977 0.0289
H -1.22509 5.88462 -19.64496 -0.1714 0.0799 -0.2684
C -5.43875 4.05094 -14.12095 2.6146 -2.3927 0.8497
C -6.33287 4.85545 -14.93433 -0.5636 0.2351 -1.5968
O -7.41376 5.16630 -14.08065 0.3778 -0.1391 2.3977
C -7.21065 4.45923 -12.89417 -1.7015 -0.9305 3.3581
O -7.88480 4.48313 -11.86138 1.4401 0.6667 -3.6632
O -6.13178 3.59128 -12.94805 -1.1334 1.9241 -1.7375
H -4.55728 4.60323 -13.79522 -0.1160 0.2205 0.2061
H -5.03668 3.21253 -14.68974 -0.1443 -0.2797 0.1798
H -6.77630 4.37513 -15.80654 0.2095 -0.2604 0.0100
H -5.66519 5.63968 -15.29112 -0.9790 0.9740 0.0026
C 1.36723 19.93024 -20.92942 0.4218 1.1279 -0.5883
C 0.61657 20.99566 -20.05178 1.1835 -0.7790 -0.9810
O -0.29046 20.18390 -19.29759 0.7387 -0.5405 -0.2686
C 0.16299 18.89226 -19.35871 -0.1619 -1.7398 0.8625
O -0.23512 17.95925 -18.71493 -0.1349 1.4510 -0.3991
O 1.18517 18.72287 -20.23902 -0.8956 0.5189 0.4408
H 2.44166 20.09878 -21.00228 -0.0338 0.2948 0.2190
H 1.02994 19.85129 -21.96291 -0.4792 -0.0736 0.0763
H 0.10736 21.77847 -20.61393 -0.2085 -0.3363 0.0683
H 1.39747 21.45456 -19.44539 -0.4323 0.0797 0.5817
C -0.63946 11.16409 -5.90920 -0.6503 1.4387 -0.3207
C -0.28465 12.67859 -6.10749 -1.6783 -0.1316 -0.2140
O 1.05698 12.63041 -6.48372 -0.8184 2.8945 -0.2867
C 1.53585 11.48078 -6.22323 5.6798 -2.4969 -1.3708
O 2.71924 11.22454 -6.42091 -1.9303 0.1075 0.7948
O 0.64628 10.58683 -5.87305 -1.0127 -1.2713 1.0180
H -1.19218 10.77742 -6.76541 0.0922 -0.0734 -0.0341
H -1.23704 10.99251 -5.01390 0.4139 -0.1859 0.1156
H -0.40862 13.31279 -5.22969 0.0374 -0.2194 0.1570
H -0.83666 13.13093 -6.93136 -0.1285 -0.0534 0.1142
C 5.24362 12.00588 -12.54881 -0.6252 0.7400 1.1683
C 5.18023 12.70426 -13.87091 -0.1303 2.2142 0.4650
O 4.96207 11.68447 -14.79163 1.4219 -0.8085 -1.8470
C 4.79019 10.52875 -14.15151 -1.8639 -4.2834 -2.3073
O 4.63438 9.39220 -14.67954 0.8755 4.6846 1.9945
O 4.58912 10.81089 -12.87599 0.2326 -1.8603 1.6458
H 4.70416 12.50289 -11.74255 -0.3377 0.0290 -0.2407
H 6.23010 11.85778 -12.10946 0.2921 -0.4137 -0.5738
H 6.07100 13.32154 -13.98752 0.2253 -0.4133 -0.7897
H 4.33568 13.37990 -14.00639 -0.1132 0.1030 0.4874
C 1.49408 3.56862 -7.19713 -1.0985 -0.6182 -1.4468
C 2.49493 3.63157 -8.32324 -1.3388 -0.2488 -1.1857
O 3.72533 3.59665 -7.68496 0.6608 -0.2368 0.2854
C 3.55868 3.73942 -6.34741 1.8518 0.9437 0.8555
O 4.50531 3.83584 -5.59787 -2.2251 -0.3963 -0.9195
O 2.23071 3.86851 -6.03868 0.5440 -0.0600 0.2134
H 1.05121 2.57268 -7.20554 0.2592 -0.2666 0.8202
H 0.64903 4.19277 -7.48770 0.1352 0.7173 1.0443
H 2.33913 4.49049 -8.97598 0.5573 0.4468 0.3260
H 2.29861 2.78206 -8.97737 0.6591 -0.2737 0.0102
C -2.03478 20.16227 -12.71745 0.1256 0.8567 -0.1467
C -0.96826 21.27130 -12.83955 -1.2043 0.4755 -0.8489
O 0.02541 20.82765 -11.98642 1.1715 -1.0263 0.7431
C -0.03150 19.46926 -11.88495 0.8021 -0.8096 1.6241
O 0.80615 18.80958 -11.30006 -1.9194 1.1409 -1.6571
O -1.21693 19.00928 -12.41634 0.4734 0.6211 0.0311
H -2.67355 20.07007 -13.59584 0.5844 -0.5619 -0.2756
H -2.74960 20.35852 -11.91831 0.3420 -0.1205 0.4574
H -1.27811 22.27715 -12.55609 -0.2701 -0.2164 0.3373
H -0.55197 21.39106 -13.83978 -0.1048 -0.3790 -0.2741
C -2.73506 11.40321 -14.14889 -0.7091 -0.0100 -0.0937
C -2.12106 12.36393 -13.15614 0.7496 0.5497 -0.4898
O -1.42983 11.49953 -12.27241 0.4198 0.9598 1.7579
C -1.80511 10.25328 -12.41847 0.0520 -2.9365 0.6243
O -1.56593 9.28804 -11.72335 0.0696 1.8251 -0.4731
O -2.51754 10.11598 -13.53439 -0.6412 0.4123 -1.6578
H -2.28772 11.56957 -15.12885 0.2257 -0.8644 -0.0217
H -3.81243 11.51616 -14.26979 0.0499 0.0824 0.0984
H -2.84626 13.02382 -12.67999 0.1261 -0.2563 0.4388
H -1.31936 12.96271 -13.58839 -0.3588 0.2500 -0.1826
C -7.84155 12.12624 -10.76142 -1.1865 0.8277 0.7928
C -8.03888 13.04138 -9.49052 1.3640 -2.4765 -0.8420
C -7.40385 12.32549 -8.23169 -1.3833 -0.0948 -1.4581
O -6.60391 13.34017 -7.65613 -0.3049 0.4220 0.4595
C -6.50098 14.37535 -8.52022 1.9242 1.9352 -0.4852
O -5.83734 15.38886 -8.35752 -1.6622 -2.4730 -0.0448
O -7.13828 14.07567 -9.68439 1.0521 1.9995 0.7205
H -7.76097 12.74430 -11.65564 -0.1261 0.1191 0.0989
H -8.71815 11.48945 -10.88048 0.2281 -0.3138 -0.0584
H -6.91459 11.55960 -10.67328 -0.2023 -0.0637 0.0922
H -9.01768 13.49658 -9.33937 -0.2296 -0.5320 -0.0230
H -6.78902 11.48896 -8.56382 0.2251 0.1578 0.0997
H -8.20013 11.90648 -7.61650 0.3107 0.4687 0.6408
```
Positions in Å, forces in eV/Å.

Results
SMILES: C[C@H]1COC(=O)O1.O=C1OCCO1.O=C1OCCO1.O=C1OCCO1.O=C1OCCO1.O=C1OCCO1.O=C1OCCO1.O=C1OCCO1.O=C1OCCO1
F_max: 0.1236 hartree/bohr
relative energy (zero: lowest compared OMol25 entry of this formula, charge and spin): 392.92 kJ/mol
multiplicity: 1
HOMO-LUMO gap: 10.2 eV
E_tot: -3121.162546 Ha
lowest unoccupied orbital energy: -0.08 eV
HOMO energy: -10.30 eV
net charge: 0

Computed Löwdin charges, given in elementary charges: C -0.138; C -0.116; O 0.050; C -0.481; O 0.111; O 0.048; H 0.137; H 0.135; H 0.128; H 0.128; C -0.165; C -0.170; O 0.069; C -0.459; O 0.118; O 0.066; H 0.133; H 0.136; H 0.137; H 0.136; C -0.134; C -0.098; O 0.057; C -0.537; O 0.151; O 0.059; H 0.126; H 0.125; H 0.128; H 0.123; C -0.089; C -0.098; O 0.106; C -0.648; O 0.117; O 0.094; H 0.128; H 0.128; H 0.131; H 0.131; C -0.127; C -0.145; O 0.082; C -0.524; O 0.090; O 0.080; H 0.139; H 0.135; H 0.134; H 0.137; C -0.153; C -0.166; O 0.079; C -0.509; O 0.149; O 0.083; H 0.126; H 0.132; H 0.131; H 0.129; C -0.099; C -0.154; O 0.051; C -0.504; O 0.140; O 0.052; H 0.127; H 0.126; H 0.132; H 0.128; C -0.100; C -0.110; O 0.086; C -0.603; O 0.134; O 0.069; H 0.129; H 0.128; H 0.133; H 0.134; C -0.010; C -0.292; C -0.088; O 0.071; C -0.510; O 0.132; O 0.052; H 0.079; H 0.080; H 0.078; H 0.154; H 0.121; H 0.132